{
  "formula": "C3H8NO2",
  "method": "the ωB97M-V functional and the def2-TZVPD basis",
  "elements": ["O", "C", "N", "C", "C", "O", "H", "H", "H", "H", "H", "H", "H", "H"],
  "xyz": [[1.553, 1.758, -0.919], [0.544, 1.065, -1.454], [-0.304, 0.313, -0.474], [0.473, -0.613, 0.294], [-0.386, -1.323, 1.361], [-1.788, -1.033, 1.288], [0.868, 0.305, -2.201], [-0.222, 1.726, -1.931], [-0.676, 0.975, 0.202], [0.841, -1.391, -0.378], [1.279, -0.058, 0.788], [-0.270, -2.414, 1.261], [-0.114, -1.066, 2.349], [-2.073, -1.208, 0.383]],
  "total_charge": -1,
  "smiles": "[O-]CNCCO",
  "lumo_ev": 3.9,
  "orbital_gap_ev": 6.3
}